No. 1
Entry from the OMol25 dataset: C22H18N2 in the gas phase (wB97M-V/def2-TZVPD).

Values from the calculation:
LUMO level   0.09 eV
Net charge   0
Orbital gap   8.351 eV
Spin multiplicity   1
HOMO energy   -8.26 eV
SMILES string   C(=C\[C@H](c1ccccc1)n1cnc2ccccc21)/c1ccccc1

Last column: natural (NBO) charge in e.
Atoms and positions in Å:
N1 1.70437 2.41206 2.54261  -0.46
N2 1.01049 1.22741 0.76631  -0.39
C1 -3.84301 0.88786 -1.57310  -0.18
C2 2.30275 0.11033 -0.95832  0.06
C3 0.45616 0.60989 1.89859  0.17
C4 -4.02383 -1.90363 -1.69236  -0.23
C5 0.99729 0.82809 -0.62659  -0.11
C6 3.56776 -1.87273 -1.52076  -0.20
C7 2.36635 -1.27374 -1.12655  -0.24
C8 3.44855 0.89104 -1.10479  -0.24
C9 1.76418 2.28529 1.21642  0.22
C10 -1.44500 0.74849 -0.99778  -0.15
C11 4.65620 0.30675 -1.49452  -0.19
C12 -0.25571 0.12311 -1.02162  -0.20
C13 -0.23152 -0.12319 4.47832  -0.23
C14 -2.77808 -1.30063 -1.51634  -0.14
C15 -0.64789 -0.90176 3.38224  -0.21
C16 0.55366 1.01867 4.30130  -0.20
C17 -5.18299 -1.11722 -1.79588  -0.21
C18 -5.08358 0.28708 -1.75769  -0.21
C19 4.70800 -1.07881 -1.71608  -0.22
C20 0.90676 1.38788 3.00437  0.07
C21 -2.68368 0.10279 -1.35989  -0.10
C22 -0.29573 -0.53977 2.06726  -0.27
H1 1.02491 1.75164 -1.22730  0.22
H2 -1.25348 -1.79284 3.54354  0.21
H3 -5.98090 0.90525 -1.86795  0.22
H4 3.60985 -2.95249 -1.66596  0.22
H5 -1.87197 -1.90532 -1.42699  0.20
H6 -6.15407 -1.59108 -1.94169  0.22
H7 2.30526 2.89906 0.49247  0.20
H8 -0.12479 -0.82609 -1.54788  0.21
H9 0.89725 1.63351 5.12830  0.22
H10 -0.53422 -0.42183 5.48332  0.21
H11 1.47629 -1.88201 -0.94616  0.21
H12 -1.51492 1.82231 -0.80338  0.21
H13 -4.09601 -2.99327 -1.74714  0.22
H14 5.65961 -1.53996 -1.98557  0.22
H15 5.53748 0.94271 -1.60899  0.22
H16 -3.74595 1.97653 -1.53619  0.21
H17 -0.59504 -1.10712 1.18768  0.22
H18 3.38917 1.96575 -0.92528  0.21

No. 2
Entry from the OMol25 dataset: C4H3MnO as an isolated structure (wB97M-V/def2-TZVPD).

Values from the calculation:
LUMO level (spin up / spin down)   -0.51 / -1.20 eV
Net charge   0
Orbital gap (spin up / spin down)   7.008 / 4.750 eV
Spin multiplicity   7
HOMO energy (spin up / spin down)   -7.52 / -5.95 eV

Last column: Löwdin spin population.
Atoms and positions in Å:
Mn1 3.87942 0.40274 -0.13690  5.63
O1 2.08674 0.02164 0.48579  0.12
C1 -1.49423 0.17409 -0.41991  0.00
C2 -0.17214 -0.87993 -0.02196  0.02
C3 1.00408 -0.44695 0.23998  -0.20
C4 -1.76828 1.32313 0.15513  0.38
H1 -0.42380 -1.94023 -0.01187  0.00
H2 -1.09893 1.64557 0.97266  0.04
H3 -2.01286 -0.30006 -1.26292  0.01

No. 3
Entry from the OMol25 dataset: CH20Na2O13 as an isolated structure (wB97M-V/def2-TZVPD).

Values from the calculation:
LUMO level   -3.07 eV
Net charge   0
Orbital gap   3.190 eV
Spin multiplicity   1
HOMO energy   -6.26 eV

Last column: natural (NBO) charge in e.
Atoms and positions in Å:
Na1 -4.18913 -2.40226 0.96603  0.89
Na2 -1.17417 -2.25043 4.51385  0.85
O1 -0.10448 0.65432 0.68338  -0.82
O2 3.56141 1.26332 1.89714  -0.94
O3 0.68728 4.66096 0.23872  -0.94
O4 -1.68789 -0.30598 -0.40997  -0.89
O5 -0.31241 1.39970 4.54783  -0.97
O6 -0.69605 -1.25519 1.23800  -0.92
O7 -0.49686 2.28459 -3.16650  -0.95
O8 2.76426 -3.05051 1.76571  -0.94
O9 2.48380 -1.11591 -1.41438  -0.96
O10 -0.34381 -5.09017 0.54997  -0.94
O11 -4.58795 1.74909 -2.25206  -0.95
O12 3.36958 2.22419 -2.28467  -0.95
O13 -3.30964 -1.68208 -4.02860  -0.93
C1 -0.92198 -0.25638 0.55542  0.88
H1 3.65617 1.31092 -2.27926  0.47
H2 2.43017 2.18198 -2.10586  0.48
H3 2.62474 1.15367 1.73327  0.48
H4 1.74906 -0.62659 -1.04429  0.49
H5 -0.31562 -4.13606 0.62141  0.49
H6 2.48218 -3.96108 1.85254  0.46
H7 -0.60822 -5.38831 1.42028  0.45
H8 -0.69556 1.90728 -2.30954  0.48
H9 -4.01855 -2.29638 -3.83807  0.45
H10 0.35508 3.77753 0.39820  0.48
H11 1.17139 4.88255 1.03419  0.46
H12 3.13819 -1.13100 -0.71596  0.47
H13 -4.84534 1.14205 -2.94595  0.47
H14 -2.98692 -1.41372 -3.16834  0.48
H15 1.95412 -2.54283 1.81231  0.48
H16 -3.93143 1.27056 -1.74588  0.48
H17 -1.09196 3.03028 -3.24423  0.46
H18 3.66942 1.05039 2.82409  0.45
H19 -0.28490 1.07693 3.64712  0.49
H20 0.50602 1.88457 4.65411  0.48

No. 4
Entry from the OMol25 dataset: C4H9NOS in the gas phase (wB97M-V/def2-TZVPD).

Values from the calculation:
LUMO level (spin up / spin down)   0.77 / -1.98 eV
Net charge   0
Orbital gap (spin up / spin down)   4.951 / 7.656 eV
Spin multiplicity   3
HOMO energy (spin up / spin down)   -4.19 / -9.63 eV

Last column: Löwdin spin population.
Atoms and positions in Å:
S1 0.19531 -2.07830 -1.30443  1.26
O1 1.66106 -1.34011 -1.07026  0.33
N1 0.23529 -3.22414 -0.12113  0.23
C1 -0.52599 0.78076 0.02309  0.04
C2 0.76168 0.81634 -0.25425  0.01
C3 1.77615 -0.29843 -0.09881  0.06
C4 -1.27625 2.09855 -0.04172  0.01
H1 -2.29705 1.96688 -0.59664  0.00
H2 2.74772 -0.07232 -0.29423  0.01
H3 1.58663 -0.89221 0.77931  0.00
H4 -0.15545 -3.01245 0.74762  0.02
H5 1.36612 1.67479 -0.64839  0.00
H6 -1.50190 2.40050 1.10935  0.00
H7 0.93477 -3.90769 -0.19713  0.02
H8 -0.88429 -0.18488 0.31623  0.02
H9 -0.71967 2.77947 -0.63346  0.00

What are the electronic energy values for these records? In order: -26085.829 -37556.204 -36808.733 -18659.713 eV.
What are the ΔE to the lowest compared entry with this formula, charge and spin values for these records? In order: 0.000 2.870 0.000 3.379 eV.
What are the largest force on an atom values for these records? In order: 2.260 3.785 7.818 4.264 eV/A.